(1)
Below is a structure of composition C44H50BClN8O2ReS6, with properties calculated with ωB97M-V/def2-TZVPD.

The geometry in XYZ format:
```
113
Properties=species:S:1:pos:R:3:mulliken_spin:R:1
Re 0.30054 0.60913 -0.24296 0.64
C -2.51320 3.91157 -3.44439 0.00
C -1.14795 4.17605 -2.80583 0.00
C -0.59361 5.51707 -3.28325 0.00
C -1.27148 4.24396 -1.28400 0.01
N -0.25000 3.08661 -3.21563 -0.01
C 0.84172 3.17461 -4.04132 -0.01
C 1.27949 1.92008 -4.29442 0.00
N 0.46618 1.03833 -3.63568 -0.01
B 0.45322 -0.47647 -3.94954 0.05
N 1.78714 -1.14269 -3.56431 0.02
C 2.29625 -2.14269 -4.34159 0.00
C 3.44647 -2.56798 -3.78399 0.00
N 3.64461 -1.84856 -2.62810 -0.01
C 2.61784 -0.96314 -2.51975 -0.01
S 2.52840 0.35274 -1.43765 -0.02
C 4.79371 -2.14793 -1.76432 0.01
C 4.80473 -3.66199 -1.50612 0.00
C 4.72103 -1.43808 -0.41794 -0.01
C 6.05278 -1.70395 -2.51582 0.00
N -0.72203 -1.28557 -3.34500 0.01
C -1.82625 -1.55576 -4.10754 0.00
C -2.65066 -2.36128 -3.40786 0.01
N -2.07011 -2.60377 -2.18995 0.01
C -0.89641 -1.91820 -2.16255 -0.02
S 0.16849 -1.87998 -0.84178 -0.01
C -2.65701 -3.43240 -1.12544 0.00
C -4.02061 -3.97106 -1.56587 0.00
C -2.84951 -2.57652 0.12667 0.01
C -1.73172 -4.62225 -0.85411 0.00
C -0.43811 1.76804 -2.95530 0.00
S -1.59277 1.08657 -1.92167 0.06
H -3.21788 4.67834 -3.14249 0.00
H -2.91281 2.95824 -3.11169 0.00
H -2.44596 3.90322 -4.53106 0.00
H -1.31878 6.28850 -3.03873 0.00
H -0.43308 5.54614 -4.35812 0.00
H 0.33516 5.74075 -2.76280 0.00
H -1.95930 5.03907 -1.00898 0.00
H -0.30138 4.43322 -0.83268 0.00
H -1.67453 3.32595 -0.86886 0.00
H 1.23703 4.10262 -4.38753 0.00
H 2.10852 1.58157 -4.88023 0.00
H 0.35650 -0.56211 -5.13704 0.00
H 1.79384 -2.46351 -5.22982 0.00
H 4.13342 -3.30614 -4.13901 0.00
H 3.84924 -3.97151 -1.08812 0.00
H 5.58615 -3.90588 -0.79184 0.00
H 4.99103 -4.23503 -2.40991 0.00
H 3.78197 -1.65131 0.08444 0.01
H 4.81114 -0.36421 -0.53520 0.00
H 5.53613 -1.78846 0.20889 0.00
H 6.12413 -2.18730 -3.48727 0.00
H 6.93714 -1.95591 -1.93849 0.00
H 6.02847 -0.62719 -2.66797 0.00
H -1.94845 -1.13588 -5.08323 0.00
H -3.60074 -2.75359 -3.69022 0.00
H -4.72155 -3.16696 -1.77607 0.00
H -4.43341 -4.56539 -0.75487 0.00
H -3.93138 -4.61717 -2.43641 0.00
H -3.41309 -1.67666 -0.11182 0.00
H -1.89462 -2.28028 0.55025 0.00
H -3.39447 -3.14088 0.87682 0.00
H -1.60066 -5.21441 -1.75751 0.00
H -2.16715 -5.25693 -0.08813 0.00
H -0.75941 -4.28172 -0.51270 0.00
S 1.94692 4.63294 1.63021 0.04
C 2.36709 4.36979 -0.00891 -0.01
C 1.91501 3.18164 -0.47125 0.01
C 1.20375 2.36301 0.47596 -0.03
C 1.18528 3.02612 1.71530 0.03
C 0.69147 2.70169 3.00528 0.07
C 0.21564 3.73511 3.84547 0.01
C -0.32713 3.48939 5.07259 0.02
C -0.45537 2.14714 5.48941 0.02
C 0.06612 1.17067 4.70182 0.00
N 0.69116 1.42551 3.52699 0.03
H 2.91718 5.12898 -0.53119 0.00
H 2.09676 2.88166 -1.49141 0.01
H 0.26110 4.74421 3.47275 0.00
H -0.67147 4.29944 5.69616 0.00
H -0.93561 1.90692 6.42204 0.00
H 0.01518 0.12820 4.98296 0.00
Cl 6.51067 -0.13729 6.29476 0.00
C 5.08223 -0.00776 5.33854 0.00
C 4.91119 1.08525 4.50314 0.00
C 3.75867 1.19331 3.74901 0.01
C 2.77115 0.21436 3.81647 0.02
C 1.51431 0.35039 2.99268 0.06
C 2.95852 -0.87321 4.66355 0.01
C 4.11151 -0.99215 5.41938 0.00
H 5.67334 1.84420 4.44096 0.00
H 3.62176 2.04747 3.10069 0.00
H 0.93097 -0.57465 3.01338 0.03
H 1.76684 0.55299 1.93538 -0.04
H 2.19805 -1.64053 4.72618 0.00
H 4.25574 -1.83858 6.07160 0.00
O -5.40416 2.00696 -0.65583 0.00
S -4.48737 2.74562 0.16776 0.00
O -4.35023 4.14828 -0.10999 0.00
N -3.01718 1.99903 0.18508 0.00
C -2.76321 1.44537 1.31942 0.00
S -1.39627 0.47548 1.60269 0.00
C -3.74590 1.69560 2.38673 -0.01
C -3.69160 1.34328 3.72561 0.00
C -4.72458 1.75932 4.55164 0.00
C -5.79417 2.49290 4.05911 0.00
C -5.84796 2.84563 2.71658 0.00
C -4.81353 2.44705 1.91022 0.00
H -2.85902 0.76746 4.10116 0.00
H -4.69955 1.51078 5.60094 0.00
H -6.59337 2.79091 4.72007 0.00
H -6.66644 3.42136 2.31768 0.00
```

## Properties
HOMO level (alpha / beta)   -5.45 / -5.78 eV
Orbital gap (alpha / beta)   4.98 / 5.31 eV
⟨S²⟩   1.103
2S+1   2
F_max   1.55 eV/Å



(2)
Below is a cluster of 6 separate species, C44H50BFN2O in total, with properties calculated with ωB97M-V/def2-TZVPD.

The geometry in XYZ format:
```
99
Properties=species:S:1:pos:R:3:mulliken_charge:R:1
C 8.41729 -5.23693 -1.27496 0.26
C 7.54712 -4.48216 -0.94544 -1.05
C 6.48922 -3.56662 -0.54329 -0.32
C 5.12911 -4.28573 -0.36970 -1.16
C 4.25486 -3.72945 0.75722 -1.38
C 3.35701 -2.52076 0.42927 3.11
C 4.17449 -1.45696 -0.18142 -1.61
N 4.80882 -0.60653 -0.62043 -0.61
C 2.21071 -2.82673 -0.55585 -0.17
F 2.77361 -2.95103 -1.83726 -0.45
C 1.45870 -4.11134 -0.26136 -0.66
C 0.13375 -4.19306 -1.01923 -1.46
C 2.80687 -1.93631 1.79430 0.50
C 1.35158 -1.86451 1.86355 -0.75
N 0.20442 -1.80454 1.87118 -0.66
B 3.45897 -0.50120 2.17958 0.49
O 4.73889 -0.55355 2.70088 -0.66
C 2.69101 0.85183 2.05891 -0.35
C 1.95141 1.06872 0.72708 -0.81
H 9.24239 -5.82822 -1.58702 0.44
H 6.39545 -2.82125 -1.33387 0.32
H 6.75923 -3.01536 0.35765 0.24
H 5.35168 -5.32123 -0.11132 0.50
H 4.61323 -4.31792 -1.32503 0.40
H 3.63296 -4.51450 1.18342 0.59
H 4.91743 -3.40852 1.56512 0.71
H 1.53216 -1.97700 -0.62768 0.71
H 2.10518 -4.92907 -0.58139 0.41
H 1.31612 -4.20688 0.81368 0.47
H -0.57996 -4.81174 -0.47971 0.37
H -0.30562 -3.21338 -1.19524 0.25
H 0.28878 -4.67393 -1.98350 0.40
H 3.12011 -2.62059 2.58538 0.22
H 5.44143 -0.54093 2.04051 0.36
H 1.98234 0.96872 2.88625 0.23
H 3.42153 1.65282 2.18883 0.37
H 1.58225 2.09359 0.68936 0.49
H 1.07330 0.43291 0.63321 -0.01
H 2.59868 0.93768 -0.13777 0.27
C -2.32194 -5.53264 5.98013 -0.39
C -3.08276 -5.21634 4.86285 -0.32
C -2.63102 -4.26116 3.96257 -0.66
C -1.41523 -3.62387 4.17342 -0.06
C -0.65483 -3.94464 5.29074 -0.24
C -1.10780 -4.89571 6.19503 -0.50
H -2.67551 -6.27549 6.68363 0.36
H -4.02904 -5.71459 4.69465 0.36
H -3.22685 -4.01123 3.09380 0.39
H -1.06248 -2.88188 3.46999 0.33
H 0.29500 -3.45155 5.45907 0.38
H -0.51517 -5.14022 7.06740 0.36
C 2.06101 -0.19025 5.99798 -0.34
C 2.57371 0.79611 6.82877 -0.52
C 1.72457 1.74631 7.37839 -0.43
C 0.36496 1.70757 7.09947 -0.36
C -0.14674 0.72118 6.26788 -0.68
C 0.70207 -0.22710 5.71429 0.00
H 2.72382 -0.93165 5.56697 0.39
H 3.63355 0.82437 7.04643 0.38
H 2.12268 2.51860 8.02380 0.37
H -0.29649 2.44797 7.53052 0.37
H -1.20656 0.69044 6.05045 0.40
H 0.30198 -0.99261 5.06071 0.41
C -2.75452 2.13981 -0.33894 -0.65
C -3.05377 3.24942 -1.11731 -0.43
C -2.52295 3.36463 -2.39495 -0.36
C -1.69832 2.36680 -2.89632 -0.09
C -1.39943 1.25667 -2.11800 -0.66
C -1.92616 1.14402 -0.83893 -0.24
H -3.16532 2.05077 0.65861 0.40
H -3.70089 4.02595 -0.72962 0.45
H -2.75372 4.23366 -2.99893 0.37
H -1.28510 2.45394 -3.89394 0.29
H -0.75563 0.47911 -2.50961 0.44
H -1.68967 0.28011 -0.22962 0.49
C -1.88966 4.70837 -6.01544 0.22
C -2.42550 4.97474 -7.26768 -0.51
C -1.85734 5.95362 -8.07054 -0.43
C -0.75031 6.66161 -7.62294 -0.42
C -0.21349 6.39314 -6.37160 -0.42
C -0.78486 5.41775 -5.56621 -0.32
H -2.33423 3.94626 -5.38724 0.11
H -3.28576 4.41961 -7.61926 0.31
H -2.27707 6.16493 -9.04560 0.36
H -0.30559 7.42318 -8.25042 0.36
H 0.65038 6.94447 -6.02344 0.36
H -0.36931 5.21010 -4.58780 0.37
C -7.57769 3.87259 -3.14547 -0.48
C -6.37231 3.19171 -3.04586 -0.40
C -5.52433 3.11938 -4.14203 -0.53
C -5.87855 3.73292 -5.33545 -0.19
C -7.08271 4.41636 -5.43466 -0.46
C -7.93348 4.48385 -4.34024 -0.33
H -8.24066 3.92750 -2.29146 0.36
H -6.09056 2.71691 -2.11440 0.42
H -4.58709 2.58426 -4.06367 0.52
H -5.21461 3.68002 -6.18887 0.35
H -7.35784 4.89688 -6.36484 0.36
H -8.87416 5.01372 -4.41802 0.36
```

## Properties
HOMO level   -9.24 eV
Orbital gap   9.64 eV
F_max   0.73 eV/Å



(3)
Below is a structure of composition C44H51BrOPSeSn, with properties calculated with ωB97M-V/def2-TZVPD.

The geometry in XYZ format:
```
100
Properties=species:S:1:pos:R:3:mulliken_charge:R:1
Sn -0.20839 1.53743 -0.35013 0.56
C -1.82984 -4.01462 1.16448 -1.86
C -3.23693 -3.70663 0.73486 1.05
C -4.21244 -4.68396 0.91807 -0.76
C -5.52599 -4.47757 0.53786 -0.73
C -5.89632 -3.26891 -0.03280 -0.88
C -4.94197 -2.28559 -0.21769 -0.63
C -3.61217 -2.49138 0.15114 0.91
P -2.38577 -1.15696 -0.12512 -0.17
C -3.45376 0.32773 -0.01342 0.67
C -3.61790 1.25487 -1.04448 -0.49
C -4.35633 2.41388 -0.85954 -0.91
C -4.95458 2.65632 0.36688 -0.81
C -4.79727 1.74191 1.39516 -0.76
C -4.04870 0.58067 1.23203 0.59
C -3.91984 -0.36397 2.39417 -1.91
C -1.99564 -1.36027 -1.91171 0.88
C -2.96038 -1.19921 -2.90586 -0.02
C -2.64441 -1.33090 -4.24691 -0.90
C -1.34576 -1.64682 -4.61757 -0.92
C -0.38931 -1.86827 -3.64203 -0.54
C -0.69770 -1.73857 -2.28933 0.35
C 0.33560 -2.17232 -1.28967 -0.15
H -1.83035 -4.73857 1.97835 0.54
H -1.30075 -3.12243 1.50525 0.34
H -1.26328 -4.45900 0.34200 0.31
H -3.93000 -5.62216 1.37631 0.46
H -6.26135 -5.25408 0.69578 0.41
H -6.92120 -3.08991 -0.32513 0.46
H -5.24097 -1.33376 -0.64049 0.21
H -3.15226 1.08502 -2.00650 0.58
H -4.46435 3.11788 -1.67228 0.50
H -5.54025 3.55101 0.52295 0.42
H -5.25780 1.93137 2.35585 0.48
H -4.00080 0.18157 3.33326 0.55
H -2.96834 -0.90212 2.39476 0.30
H -4.70800 -1.11914 2.37287 0.36
H -3.97979 -0.97184 -2.62444 0.46
H -3.41020 -1.19935 -4.99762 0.48
H -1.08642 -1.75341 -5.66127 0.43
H 0.60994 -2.17176 -3.92802 0.47
H 1.14803 -2.70735 -1.78356 0.88
H -0.09662 -2.82859 -0.53851 -0.48
C 2.65800 5.72802 5.64397 -1.56
C 1.47064 6.04296 4.72521 1.87
C 0.18311 5.99960 5.54838 -2.08
C 1.63084 7.45735 4.15364 -1.68
C 1.44915 5.02275 3.59227 -0.28
C 0.50173 4.01187 3.51432 -0.46
C 0.57791 3.12217 2.46439 0.45
Br -0.72383 1.69801 2.42744 -0.26
C 1.53063 3.15705 1.44759 1.23
O 1.50242 2.25970 0.44272 -0.46
C 2.52507 4.14720 1.54970 -0.65
C 2.43127 5.04240 2.60984 -0.62
C 3.72187 4.32054 0.60005 2.50
C 5.01344 4.20851 1.42682 -1.79
C 3.82826 3.29194 -0.52765 -2.41
C 3.64425 5.71216 -0.04453 -1.84
H 2.71657 6.45762 6.45086 0.45
H 3.59889 5.75695 5.09454 0.32
H 2.55685 4.73702 6.08633 0.35
H 0.21263 6.77919 6.30791 0.43
H 0.06201 5.04956 6.06857 0.36
H -0.69700 6.16989 4.92725 0.44
H 1.55109 8.18933 4.95631 0.47
H 0.85689 7.67421 3.41651 0.36
H 2.60084 7.60096 3.67994 0.36
H -0.28093 3.90764 4.24752 0.52
H 3.18900 5.80808 2.67617 0.25
H 5.09613 3.22149 1.88365 0.37
H 5.06351 4.95087 2.21976 0.36
H 5.87723 4.35693 0.78005 0.47
H 3.85333 2.26867 -0.15883 0.35
H 4.75639 3.48251 -1.06775 0.68
H 3.00603 3.38087 -1.23482 0.24
H 3.71896 6.51030 0.69171 0.38
H 2.70459 5.83993 -0.58393 0.38
H 4.46275 5.83757 -0.75373 0.45
C 6.76100 0.17187 -2.92909 -1.53
C 5.41803 -0.09071 -2.31418 0.54
C 5.26769 -1.00167 -1.27940 -1.06
C 4.03569 -1.24203 -0.68108 0.44
C 3.95333 -2.23254 0.44698 -1.58
C 2.92237 -0.54341 -1.16485 0.70
Se 1.27633 -0.81927 -0.20196 0.31
C 3.03535 0.37366 -2.21652 1.11
C 1.88704 1.16250 -2.77640 -1.15
C 4.29097 0.57944 -2.77108 -0.75
H 7.52386 -0.47896 -2.50864 0.37
H 7.06462 1.20505 -2.75750 0.32
H 6.73342 0.01495 -4.00605 0.36
H 6.13427 -1.54270 -0.92022 0.33
H 4.91444 -2.72169 0.58320 0.44
H 3.20825 -3.00560 0.25569 0.28
H 3.68378 -1.74787 1.38608 0.33
H 0.93672 0.63267 -2.69557 -0.08
H 2.04246 1.35479 -3.83797 0.64
H 1.81102 2.13932 -2.28538 -0.17
H 4.38956 1.28692 -3.58592 0.46
```

## Properties
HOMO level   -10.55 eV
Net charge   +1
Relative energy (zero: lowest compared OMol25 entry of this formula, charge and spin)   0.326 eV
Orbital gap   7.59 eV
F_max   0.24 eV/Å